Entry 1:
The following is a DFT calculation (ωB97M-V/def2-TZVPD) of a molecular structure, C34H57CrN3O2SSi in a non-equilibrium geometry.

Properties
* <S²>: 6.023
* spin multiplicity: 5
* relative energy (zero: lowest compared OMol25 entry of this formula, charge and spin): 7.2 kcal/mol
* gap between HOMO and LUMO (spin up / spin down): 5.1 / 7.1 eV
* total energy: -91881.097 eV
* HOMO energy (spin up / spin down): -5.171 / -7.178 eV

Structure (XYZ):
```
99
Properties=species:S:1:pos:R:3:forces:R:3
O 0.491 -2.697 -1.683 0.327 -0.935 -0.653
O -1.113 -1.849 -3.520 -0.020 -0.064 0.062
C 1.891 -2.776 -2.309 -0.925 0.119 0.524
C 2.793 -3.397 -1.281 0.270 -0.099 0.266
H 2.149 -1.736 -2.540 -0.241 -0.219 0.135
H 1.786 -3.371 -3.223 0.067 0.236 0.159
H 2.808 -2.821 -0.346 -0.130 -0.082 -0.272
H 3.816 -3.421 -1.666 -0.114 0.017 -0.040
H 2.506 -4.433 -1.056 0.110 0.242 -0.068
C -0.177 -4.071 -1.453 0.555 0.952 0.097
C -0.158 -4.967 -2.663 -0.074 -0.098 -0.280
H -1.180 -3.806 -1.121 0.151 0.066 0.038
H 0.404 -4.460 -0.616 -0.306 0.027 -0.056
H -0.678 -4.516 -3.517 0.246 -0.002 0.189
H -0.702 -5.891 -2.424 0.151 0.220 0.111
H 0.859 -5.257 -2.951 -0.244 0.025 0.038
C -2.531 -1.752 -3.242 0.450 0.376 0.006
C -0.640 -1.247 -4.742 -0.210 0.094 0.448
C -3.266 -3.014 -3.617 -0.170 -0.121 -0.087
H -2.926 -0.877 -3.781 0.051 -0.164 0.193
H -2.600 -1.556 -2.163 -0.074 0.040 -0.240
H -3.219 -3.200 -4.694 0.020 -0.064 0.209
H -4.318 -2.906 -3.343 0.031 -0.046 0.011
H -2.866 -3.880 -3.078 -0.080 0.121 -0.120
C -1.002 -2.054 -5.967 0.036 -0.011 -0.217
H 0.447 -1.170 -4.622 -0.222 0.021 -0.025
H -1.058 -0.231 -4.795 0.213 -0.133 -0.040
H -0.711 -3.104 -5.858 -0.074 0.142 0.034
H -0.464 -1.650 -6.828 -0.042 -0.003 0.002
H -2.069 -1.993 -6.193 0.113 -0.069 0.041
H -0.114 -2.110 -2.263 0.122 -0.344 -0.102
N 1.543 1.160 2.189 1.119 1.310 0.344
C 1.510 2.444 2.567 0.363 -1.351 -0.305
C 0.378 3.253 2.392 0.100 0.623 -0.102
C -0.919 2.863 2.064 -0.689 -1.416 0.434
C 2.751 3.075 3.126 0.130 0.612 0.260
H 3.558 3.109 2.378 -0.195 -0.150 0.175
H 3.130 2.549 4.014 -0.121 0.027 -0.308
H 2.518 4.105 3.416 0.175 -0.190 -0.014
C -1.972 3.917 1.869 -0.021 0.653 0.158
H -2.737 3.896 2.658 0.154 -0.115 -0.236
H -2.477 3.812 0.894 0.162 -0.145 0.356
H -1.494 4.903 1.891 -0.189 -0.133 -0.004
N -1.278 1.565 1.979 -0.622 1.605 0.843
C 2.760 0.396 2.335 0.275 0.657 0.123
C 3.674 0.311 1.259 -0.242 -0.057 0.417
C 3.477 1.063 -0.014 -0.141 0.403 -0.454
C 4.847 -0.425 1.398 -0.157 -0.053 0.238
H 5.533 -0.471 0.548 -0.095 -0.032 0.296
C 5.140 -1.042 2.606 0.030 -0.199 0.120
H 6.057 -1.614 2.712 -0.098 0.058 0.032
C 4.267 -0.914 3.685 0.160 0.030 -0.283
H 4.495 -1.379 4.643 0.055 0.076 -0.184
C 3.089 -0.180 3.576 -0.142 -0.081 -0.251
C 2.218 -0.042 4.793 -0.263 0.052 0.311
C -2.617 1.171 2.296 -0.473 0.396 -0.179
C -3.502 0.766 1.274 0.231 0.155 0.357
C -3.155 0.983 -0.166 0.358 -0.223 -0.464
C -4.746 0.244 1.605 0.014 0.023 0.190
H -5.410 -0.073 0.799 0.099 0.026 0.259
C -5.129 0.143 2.937 -0.059 0.015 0.052
H -6.086 -0.303 3.196 0.108 0.076 -0.013
C -4.296 0.633 3.938 -0.027 -0.008 -0.168
H -4.597 0.577 4.982 -0.023 0.004 -0.179
C -3.051 1.184 3.641 0.114 -0.184 -0.496
C -2.208 1.753 4.748 0.321 -0.305 0.439
Cr 0.043 0.360 1.205 0.017 -0.097 -0.294
H 3.300 0.384 -0.862 -0.005 0.211 0.218
H 4.379 1.647 -0.251 -0.160 -0.158 0.040
H 2.640 1.767 0.051 0.247 -0.439 -0.068
H 1.446 0.734 4.697 0.241 -0.309 -0.070
H 2.829 0.196 5.675 -0.093 -0.058 -0.232
H 1.699 -0.987 5.000 0.031 0.264 -0.051
H -3.769 0.339 -0.814 0.100 0.204 0.151
H -2.094 0.764 -0.379 -0.517 0.176 0.102
H -3.341 2.028 -0.464 0.036 -0.311 0.093
H -1.157 1.438 4.674 -0.317 0.127 -0.136
H -2.579 1.361 5.705 0.099 0.183 -0.198
H -2.239 2.851 4.801 -0.017 -0.232 -0.161
H 0.520 4.316 2.570 0.019 -0.165 -0.134
C 0.278 0.357 -0.876 0.721 0.226 -0.852
Si 0.423 2.015 -1.775 0.072 -1.498 0.246
H 1.206 -0.242 -0.957 -0.103 0.302 -0.203
H -0.523 -0.279 -1.279 -0.117 0.233 -0.097
C 1.648 1.678 -3.173 0.095 0.593 -0.421
C 1.011 3.581 -0.905 0.086 0.281 0.029
C -1.241 2.491 -2.513 -0.060 0.199 -0.297
H -1.791 1.615 -2.887 0.072 0.189 0.094
H -1.074 3.178 -3.358 -0.120 -0.117 0.159
H -1.871 3.014 -1.781 0.138 -0.158 -0.203
H 2.581 1.233 -2.805 -0.190 0.077 -0.014
H 1.905 2.626 -3.671 0.076 -0.256 -0.122
H 1.212 1.004 -3.923 0.076 0.107 0.143
H 1.877 3.464 -0.241 -0.304 0.073 -0.130
H 0.200 4.041 -0.322 0.221 -0.150 -0.077
H 1.306 4.308 -1.682 -0.123 -0.200 0.147
S -0.599 -1.753 1.811 -0.454 -1.535 -0.055
C -0.766 -1.458 3.447 -0.410 0.121 2.615
N -0.885 -1.291 4.610 0.248 -0.290 -2.351
```
Positions in Å, forces in eV/Å.

Mulliken population analysis, charges in e, atoms 1 to 8:
1 O 0.3203
2 O -0.1823
3 C -0.0728
4 C -1.4585
5 H 0.2233
6 H 0.4588
7 H 0.3351
8 H 0.4423

Entry 2:
The following is a DFT calculation (ωB97M-V/def2-TZVPD) of a molecular structure, C34H57CrN4OP2 in a non-equilibrium geometry.

Properties
* <S²>: 6.027
* spin multiplicity: 5
* gap between HOMO and LUMO (spin up / spin down): 6.4 / 5.4 eV
* total energy: -91184.767 eV
* HOMO energy (spin up / spin down): -8.604 / -8.588 eV
* net charge: +1

Structure (XYZ):
```
99
Properties=species:S:1:pos:R:3:forces:R:3
C -0.314 -2.438 1.991 0.846 -0.013 0.824
C 1.714 -1.192 2.330 -0.740 -0.360 -0.221
C -0.083 -3.240 3.104 -0.200 0.266 -0.470
C 1.945 -1.982 3.515 -0.180 -0.254 0.186
C 1.074 -2.982 3.885 0.249 0.410 -0.276
H -0.789 -4.032 3.367 0.280 0.291 -0.083
H 2.845 -1.773 4.100 -0.356 -0.098 -0.199
H 1.274 -3.581 4.781 -0.072 0.258 -0.378
N 0.529 -1.434 1.611 0.420 -0.774 0.842
P -2.194 -1.011 0.510 -1.355 -0.800 0.576
P 2.427 0.408 0.239 1.446 0.233 0.214
C -1.540 -2.654 1.130 -0.009 0.177 -0.332
H -1.243 -3.211 0.225 -0.104 0.150 0.371
H -2.294 -3.258 1.662 0.252 0.319 -0.229
C 2.631 -0.233 1.882 -0.228 0.048 -0.207
H 3.575 -0.134 2.429 -0.389 -0.009 -0.236
C 3.576 -0.675 -0.887 -0.162 0.096 0.135
C 3.140 2.189 0.222 -0.010 -0.275 0.063
C -3.414 -1.437 -0.943 0.112 -0.022 0.159
C -3.170 -0.346 2.020 0.085 -0.177 -0.157
C 3.223 -0.461 -2.372 0.060 -0.238 -0.017
H 3.565 0.519 -2.736 -0.181 -0.418 0.125
H 3.721 -1.234 -2.988 -0.108 0.198 0.222
H 2.136 -0.517 -2.542 0.785 -0.094 0.203
C 5.084 -0.446 -0.678 0.096 0.045 0.003
H 5.422 0.535 -1.049 -0.117 -0.410 0.137
H 5.362 -0.539 0.387 -0.105 0.024 -0.403
H 5.646 -1.220 -1.236 -0.246 0.279 0.216
C 3.285 -2.131 -0.459 0.024 -0.096 -0.015
H 3.763 -2.825 -1.178 -0.158 0.291 0.301
H 3.699 -2.331 0.542 -0.152 0.073 -0.378
H 2.208 -2.351 -0.416 0.436 0.015 0.030
C 3.396 2.662 -1.222 0.082 0.123 -0.045
H 2.499 2.529 -1.851 0.382 0.031 0.246
H 3.640 3.741 -1.207 -0.077 -0.402 0.018
H 4.243 2.141 -1.695 -0.354 0.235 0.206
C 2.109 3.138 0.854 0.071 0.043 0.058
H 1.194 3.206 0.245 0.261 0.046 0.096
H 1.838 2.821 1.872 0.178 0.145 -0.327
H 2.553 4.150 0.915 -0.220 -0.395 -0.019
C 4.425 2.287 1.073 0.079 0.086 0.049
H 5.242 1.650 0.707 -0.337 0.276 0.156
H 4.782 3.335 1.055 -0.135 -0.398 0.008
H 4.216 2.023 2.123 0.083 0.110 -0.398
C -3.685 1.067 1.673 -0.136 -0.010 0.078
H -4.214 1.484 2.550 0.224 -0.137 -0.360
H -2.863 1.750 1.419 -0.429 -0.186 0.258
H -4.397 1.050 0.830 0.272 0.043 0.326
C -2.185 -0.283 3.213 -0.024 0.075 0.067
H -2.006 -1.286 3.631 -0.054 0.400 -0.164
H -1.210 0.151 2.956 -0.339 -0.244 0.231
H -2.640 0.343 4.003 0.173 -0.238 -0.290
C -4.342 -1.243 2.479 -0.120 -0.009 0.048
H -4.619 -0.945 3.507 0.122 -0.113 -0.389
H -5.239 -1.136 1.857 0.364 -0.019 0.282
H -4.060 -2.310 2.516 -0.115 0.426 -0.003
C -3.114 -2.853 -1.471 0.085 0.058 0.035
H -3.371 -3.632 -0.735 0.086 0.292 -0.262
H -3.724 -3.032 -2.377 0.218 0.091 0.336
H -2.057 -2.968 -1.747 -0.603 0.153 0.254
C -3.129 -0.406 -2.055 -0.124 -0.066 -0.099
H -2.091 -0.480 -2.414 -0.330 0.016 0.087
H -3.813 -0.588 -2.906 0.274 0.083 0.330
H -3.282 0.627 -1.703 -0.120 -0.508 -0.232
C -4.918 -1.396 -0.611 -0.105 0.048 0.017
H -5.209 -2.188 0.095 0.129 0.295 -0.296
H -5.241 -0.423 -0.211 0.083 -0.401 -0.182
H -5.477 -1.567 -1.550 0.240 0.065 0.354
Cr 0.000 0.000 0.000 0.853 -1.876 -0.567
C -0.334 1.437 1.235 -1.149 5.098 4.572
O -0.611 2.317 1.962 1.168 -3.737 -3.010
N 0.204 -1.566 -1.414 0.266 -2.277 -2.601
C 0.330 -2.393 -2.236 -0.302 1.918 1.957
C 0.483 -3.444 -3.260 0.059 -0.443 -0.383
C 1.752 -4.281 -2.956 0.067 0.071 0.085
C -0.771 -4.355 -3.211 -0.014 -0.032 -0.198
C 0.623 -2.773 -4.651 -0.031 0.108 0.067
H 2.656 -3.654 -2.989 -0.341 -0.239 0.001
H 1.686 -4.751 -1.963 0.042 0.145 -0.331
H 1.843 -5.073 -3.719 -0.088 0.345 0.313
H -1.688 -3.787 -3.437 0.475 -0.347 -0.053
H -0.663 -5.156 -3.962 0.043 0.334 0.310
H -0.880 -4.817 -2.216 0.038 0.122 -0.389
H 0.751 -3.558 -5.416 -0.056 0.333 0.344
H -0.270 -2.180 -4.902 0.231 -0.219 0.068
H 1.503 -2.109 -4.678 -0.250 -0.275 -0.001
N 1.040 1.254 -3.503 -0.383 -0.707 0.381
C 0.038 1.900 -2.775 -0.955 0.937 -0.076
C -0.438 3.103 -3.365 -0.116 0.010 0.652
C -1.497 3.798 -2.813 0.644 0.118 -0.682
C -2.092 3.285 -1.698 -0.261 -0.525 1.057
C -1.574 2.135 -1.128 1.387 1.310 -2.728
N -0.503 1.417 -1.576 -0.158 2.025 -3.171
H 0.827 0.280 -3.739 0.380 0.654 0.192
H 1.546 1.768 -4.243 -0.949 -0.396 0.781
H 0.003 3.498 -4.271 0.172 -0.306 -0.028
H -1.874 4.711 -3.257 0.118 -0.043 -0.127
H -2.949 3.772 -1.245 0.075 -0.137 0.040
H -2.067 1.794 -0.304 -0.961 -1.125 2.043
```
Positions in Å, forces in eV/Å.

Mulliken population analysis, charges in e, atoms 1 to 8:
1 C -0.8215
2 C 0.0140
3 C -0.7775
4 C -1.1579
5 C -0.8324
6 H 0.5065
7 H 0.4879
8 H 0.3886